# 1
Density functional theory data (ωB97M-V with the def2-TZVPD basis set) for a 2-piece molecular cluster, C7H19N4O overall at a distorted geometry.

The geometry in XYZ format:
```
31
Properties=species:S:1:pos:R:3
H 2.88 0.02 1.41
H -1.79 1.62 -3.10
H -2.91 2.06 -2.00
H 0.36 0.89 -2.23
H 0.91 -3.88 -0.31
N 1.66 -1.82 0.08
H 2.52 -0.54 2.97
H 0.26 -0.07 -0.73
H -1.20 2.95 -2.04
C 1.10 1.93 -0.53
H -2.08 0.13 2.05
H 2.29 -1.27 -0.47
H -3.39 0.16 1.01
H 1.44 -2.92 -1.65
H 0.19 -1.50 3.06
H -0.27 -2.65 1.96
C -1.86 1.39 0.18
H -0.06 -2.67 -0.91
O -2.13 2.53 0.52
H 1.31 2.72 -1.27
H 0.60 2.69 0.09
H 2.08 1.59 -0.25
C -1.83 2.07 -2.11
C 1.50 -1.56 1.44
C -2.30 0.21 0.98
N 2.37 -0.62 1.99
C 1.01 -2.83 -0.65
N 0.44 -1.99 2.21
N -1.30 1.12 -1.09
H -1.96 -0.72 0.54
C 0.15 0.93 -1.15
```

HOMO level (alpha / beta), hartree: -0.14187 / -0.31935
Frontier orbital gap (alpha / beta), Ha: 0.17423 / 0.34518
Spin multiplicity: 2
LUMO (alpha / beta), eV: 0.88 / 0.70

***

# 2
Density functional theory data (ωB97M-V with the def2-TZVPD basis set) for a 2-piece molecular cluster, C7H19NO overall at a distorted geometry.

The geometry in XYZ format:
```
28
Properties=species:S:1:pos:R:3
H 0.21 -1.25 -0.11
C 0.31 -0.88 -1.13
H 1.13 0.72 -2.23
H 1.14 2.50 -0.71
H -2.32 0.80 2.79
H -1.69 -1.60 -1.58
O 1.22 -1.91 2.39
H 0.85 -2.95 -1.67
H 0.73 -1.25 2.88
C -1.65 0.64 1.95
C 1.10 0.44 -1.17
H -1.62 0.03 -0.97
H 2.11 0.27 -0.82
C 0.52 1.64 -0.43
H -2.31 0.55 1.09
H -1.17 2.60 1.26
H -1.15 -0.31 2.07
C 1.04 -1.92 -1.98
H 0.84 -1.93 1.50
H -1.09 -0.26 -2.66
H -0.41 2.17 2.76
H -0.48 1.92 -0.74
H 1.15 0.85 1.45
C -0.66 1.80 1.77
H 2.11 -1.72 -2.08
H 0.65 -1.86 -3.00
C -1.13 -0.66 -1.65
N 0.58 1.57 1.04
```

HOMO level, hartree: -0.30896
Frontier orbital gap, Ha: 0.34253
LUMO, eV: 0.91

***

# 3
Density functional theory data (ωB97M-V with the def2-TZVPD basis set) for a 3-piece molecular cluster, C7H19NO2 overall at a distorted geometry.

The geometry in XYZ format:
```
29
Properties=species:S:1:pos:R:3
C 0.13 -2.11 2.33
N 1.29 2.05 -0.52
O -2.46 3.12 -0.39
H 1.26 -2.61 -0.90
H -0.16 -3.25 -0.06
H 1.86 -1.32 1.17
H 0.12 -0.61 -3.10
C 0.46 -2.35 -0.20
H -1.33 -1.03 0.01
H -1.12 -1.82 -1.42
C 1.18 -2.17 1.18
O -0.51 2.89 1.43
H -1.87 2.65 0.24
H 1.75 2.39 0.32
H -2.44 2.56 -1.18
H 0.36 1.06 -3.11
C -0.52 -1.30 -0.68
C 0.05 0.07 -1.16
H -0.22 2.75 2.35
H 0.62 -2.05 3.29
C 0.68 0.83 -0.27
H -0.44 -1.22 2.10
H 1.07 2.49 -1.38
H 1.78 -3.08 1.33
H -0.29 3.74 1.00
H -1.29 0.54 -2.85
H -0.44 -3.04 2.32
C -0.26 0.31 -2.61
H 0.75 0.52 0.76
```

HOMO level (alpha / beta), hartree: 0.02559 / -0.15617
Frontier orbital gap (alpha / beta), Ha: 0.10026 / 0.27667
Spin multiplicity: 2
Charge: -1
LUMO (alpha / beta), eV: 3.42 / 3.28

***

M readings, ordered: 175.3; 133.2; 149.2 g/mol
ΔE to the lowest compared entry with this formula, charge and spin readings, ordered: 0.0; 70.2; 0.0 kJ/mol